11
Properties=species:S:1:pos:R:3:forces:R:3:mulliken_charge:R:1 method="wB97M-V/def2-TZVPD" charge=0 lumo_energy_ha=0.021 gap_ha=0.353
C 0.344 0.420 0.014 1.58 1.29 0.04 0.666
C -1.683 -0.411 -0.102 -1.30 2.15 0.80 0.540
H 2.035 -1.332 0.642 -0.06 -0.17 -0.21 0.209
H 3.132 -0.712 -0.329 1.40 0.72 -0.14 0.232
H -2.488 1.606 0.140 1.71 -1.40 -0.55 0.295
N 2.162 -0.749 -0.184 -0.71 -1.61 0.67 -0.435
N 1.608 0.503 0.069 -1.72 0.35 -0.58 -0.363
N -1.684 1.018 -0.243 -4.01 -0.38 0.10 -0.102
O -0.454 1.566 0.039 1.36 -1.71 0.33 -0.261
O -2.576 -1.178 0.061 -0.13 0.39 -0.54 -0.509
O -0.398 -0.732 -0.107 1.88 0.37 0.07 -0.273



21
Properties=species:S:1:pos:R:3:forces:R:3:mulliken_charge:R:1 method="wB97M-V/def2-TZVPD" charge=0 lumo_energy_ha=0.034 gap_ha=0.332
C 1.687 -2.007 -1.462 0.59 0.25 1.39 -0.891
N 0.731 -0.942 -1.336 -0.63 0.13 -0.58 -0.299
C -0.180 -1.263 0.965 0.46 -1.28 0.42 -1.319
C 0.028 -0.344 -0.205 0.55 2.06 -1.24 0.360
C 0.629 1.075 0.116 -0.24 -1.41 1.37 -0.821
N -0.409 1.846 0.834 0.65 0.51 -0.26 -0.634
H 2.671 -1.775 -1.019 0.01 0.17 -0.22 0.279
H 1.403 -2.913 -0.912 -0.32 -0.12 -0.43 0.246
H 1.852 -2.215 -2.513 -0.16 -0.19 -0.04 0.320
H 0.552 -0.438 -2.185 0.08 -0.11 0.01 0.237
H 0.277 -1.025 1.930 0.04 0.68 -0.22 0.360
H 0.319 -2.204 0.714 -0.25 -0.08 0.06 0.394
H -1.215 -1.519 1.171 -0.14 0.15 -0.16 0.279
H -0.923 0.018 -0.621 -0.32 -0.69 0.15 0.230
H 1.516 0.937 0.750 0.13 0.07 -0.13 0.326
H 0.940 1.575 -0.794 -0.22 0.08 -0.17 0.377
H 0.056 2.641 1.268 -0.36 -0.06 0.03 0.198
H -0.803 1.295 1.588 0.21 -0.18 0.16 0.310
H -3.526 2.535 -0.012 -0.34 0.01 0.27 0.318
H -2.328 2.317 0.811 0.73 -0.10 0.08 0.416
O -3.279 2.403 0.913 -0.48 0.13 -0.51 -0.688



28
Properties=species:S:1:pos:R:3:forces:R:3:mulliken_charge:R:1 method="wB97M-V/def2-TZVPD" charge=+1 lumo_energy_ha=-0.111 gap_ha=0.353
C -2.275 0.172 -1.651 0.61 1.35 0.18 -0.073
C 0.888 1.221 -3.024 -0.71 -3.39 -1.24 0.511
C -1.551 -0.920 2.655 -1.11 -2.60 1.09 -1.162
C 0.675 -1.206 1.701 0.57 2.25 0.94 -1.642
C -0.322 1.116 1.852 1.14 -0.56 0.00 -0.786
C -1.288 -0.326 -0.767 -0.79 -2.50 0.06 0.760
C -0.417 -0.178 2.085 1.80 -1.24 0.70 0.787
N -2.909 0.585 -2.498 -1.18 0.44 -1.11 -0.398
N 1.208 1.411 -4.323 -0.15 0.79 0.01 -0.402
N 1.246 2.005 -2.071 -0.78 0.03 1.01 -0.288
N 0.076 -0.038 -1.156 1.52 -0.98 -2.37 -0.032
N 0.249 0.071 -2.596 0.13 -1.97 -1.04 -0.303
H -1.393 -2.089 2.579 -0.19 2.34 0.20 0.296
H -1.778 -0.741 3.726 0.26 0.15 -0.59 0.351
H -2.470 -0.744 2.103 -0.23 0.21 0.00 0.321
H 1.579 -0.821 1.247 0.03 0.64 -0.64 0.395
H 0.133 -1.819 1.059 -0.26 -1.99 -1.06 0.566
H 1.146 -1.703 2.556 -0.95 -0.33 0.13 0.367
H -0.955 1.854 2.249 -1.06 0.73 0.11 0.400
H 0.538 1.418 1.283 0.41 0.52 0.12 0.260
H 0.786 -0.688 -0.718 -1.17 0.80 -0.83 0.144
H -1.225 0.029 0.213 -1.29 0.92 1.40 -0.568
H -1.734 -1.366 -0.669 1.73 0.12 -0.11 0.175
H 1.430 2.384 -4.618 -0.24 -1.38 0.22 0.244
H 1.006 0.730 -5.065 -0.01 0.60 0.81 0.242
H 1.790 2.771 -2.388 0.37 1.10 0.97 0.146
H 0.809 1.639 -1.163 1.06 1.24 -0.79 0.440
H 0.081 -0.810 -3.248 0.48 2.73 1.85 0.246



24
Properties=species:S:1:pos:R:3:forces:R:3:mulliken_charge:R:1 method="wB97M-V/def2-TZVPD" charge=0 lumo_energy_ha=0.025 gap_ha=0.404
C -2.903 1.633 0.193 0.74 -3.04 -0.13 0.676
C -2.465 -0.339 -0.918 0.82 -0.19 -0.57 -0.527
C -2.120 -1.775 -0.581 -0.45 -0.80 -0.75 -0.852
C -0.685 -2.059 -0.250 1.68 -0.78 0.16 -0.644
C -0.122 -1.455 1.048 -1.04 -0.51 0.49 -0.687
C 0.673 -0.175 0.848 0.53 0.51 0.43 -0.537
C 2.067 -0.421 0.221 -0.80 0.27 0.44 -0.394
C 3.892 0.797 -0.235 1.72 0.48 -1.05 0.678
H -1.599 0.033 -1.533 -0.81 0.04 0.46 0.294
H -3.380 -0.255 -1.546 0.48 -0.09 0.59 0.484
H -2.333 -2.391 -1.474 -0.23 0.21 0.33 0.354
H -2.729 -2.150 0.243 -0.29 0.12 -0.09 0.371
H -0.015 -1.764 -1.079 -0.36 -0.05 0.06 0.347
H -0.527 -3.160 -0.153 -0.44 0.63 -0.29 0.256
H -1.007 -1.348 1.736 0.99 0.35 -0.45 0.384
H 0.509 -2.226 1.537 -0.08 0.53 -0.21 0.463
H 0.812 0.331 1.839 0.08 -0.35 -0.82 0.276
H 0.198 0.576 0.192 -0.21 -0.44 0.32 0.209
H 2.006 -0.818 -0.822 -0.05 0.08 0.89 0.294
H 2.660 -1.093 0.872 -0.29 0.14 -0.44 0.345
N -2.578 0.417 0.352 -1.07 3.88 -0.62 -0.438
N 2.745 0.921 0.160 0.64 -0.93 -0.17 -0.469
O -3.212 2.736 0.005 0.11 -0.23 0.51 -0.418
O 4.988 0.721 -0.675 -1.69 0.20 0.91 -0.466



70
Properties=species:S:1:pos:R:3:forces:R:3:mulliken_charge:R:1 method="wB97M-V/def2-TZVPD" charge=-2 lumo_energy_ha="0.127 / 0.127" spin_multiplicity=5 gap_ha="0.162 / 0.184"
Rh 1.157 -0.573 -0.293 0.79 -0.76 0.07 1.641
S 5.416 -4.151 0.596 -0.51 0.01 -0.32 -0.610
Sb 3.227 -3.491 1.080 1.27 0.07 0.90 0.468
S 3.193 -1.086 0.598 0.79 -0.40 0.08 -0.660
S 0.313 -2.861 -0.390 0.65 -0.60 0.37 -0.624
S 3.247 -3.485 3.428 -0.28 -0.11 -0.29 -0.700
O -1.147 -2.530 -1.175 -1.63 1.83 -0.88 -0.287
C -1.478 -1.267 -1.475 2.79 -0.81 1.15 -0.188
O -0.695 -0.301 -1.317 -2.30 -0.91 -0.79 -0.284
C -2.835 -1.114 -1.930 -1.99 0.34 -1.03 0.075
C -3.438 0.160 -1.932 0.97 -0.85 0.25 -0.244
C -4.702 0.374 -2.442 -0.92 -0.35 -0.43 -1.289
C -5.366 -0.720 -2.962 0.08 -0.41 -0.05 1.011
O -6.630 -0.791 -3.544 0.89 0.61 0.57 -0.498
C -6.794 -2.135 -3.916 -1.16 -0.67 -0.69 -0.249
O -5.681 -2.892 -3.524 0.72 0.07 0.36 -0.493
C -4.789 -1.992 -2.957 -0.62 0.53 -0.08 0.804
C -3.546 -2.231 -2.447 0.40 0.54 0.18 -1.076
H -2.884 0.986 -1.518 0.17 0.09 0.04 0.512
H -5.156 1.350 -2.442 -0.06 0.15 0.01 0.434
H -6.918 -2.203 -5.012 0.11 0.07 0.26 0.239
H -7.702 -2.542 -3.432 0.28 0.14 -0.07 0.224
H -3.093 -3.207 -2.464 0.08 -0.13 0.02 0.595
F 3.300 -2.752 -3.769 0.64 -0.57 0.02 -0.358
B 2.312 -1.795 -3.823 0.07 0.00 0.50 -0.186
F 1.199 -2.297 -4.462 -0.94 -0.29 -0.47 -0.394
F 2.776 -0.669 -4.485 0.30 0.88 -0.46 -0.433
F 1.960 -1.416 -2.496 -0.03 0.09 -0.06 0.434
C -2.141 0.019 1.820 0.05 -0.01 0.13 -1.552
C -1.041 1.034 2.111 0.19 -0.06 0.08 0.411
C -1.220 2.242 1.203 0.12 -0.13 0.08 -1.597
P 0.645 0.238 1.844 -0.47 0.68 1.57 0.701
C 1.768 1.621 2.488 -0.14 -0.07 -0.18 0.540
C 3.035 1.122 3.183 -0.12 -0.02 0.04 -1.607
C 2.204 2.511 1.326 -0.15 -0.01 0.07 -1.727
C 0.749 -0.954 3.286 -0.05 0.13 -0.26 1.127
C 0.373 -0.361 4.646 0.16 0.02 -0.29 -2.014
C -0.015 -2.261 3.063 0.08 0.09 -0.12 -1.500
H -3.117 0.506 1.804 -0.14 0.11 0.03 0.527
H -2.171 -0.772 2.560 0.00 -0.13 0.03 0.207
H -1.987 -0.433 0.845 0.00 -0.11 -0.08 0.096
H -1.100 1.350 3.160 -0.02 -0.01 -0.03 0.771
H -0.943 1.962 0.188 0.01 0.12 -0.15 0.048
H -0.613 3.086 1.522 0.08 0.10 -0.06 0.319
H -2.263 2.560 1.188 -0.13 0.07 0.03 0.515
H 1.164 2.213 3.192 0.02 -0.08 -0.06 0.684
H 3.554 0.415 2.536 0.07 0.01 0.11 0.187
H 2.844 0.633 4.133 -0.01 -0.09 0.10 0.354
H 3.701 1.966 3.366 0.06 0.13 0.04 0.465
H 2.942 1.973 0.735 0.02 0.04 -0.03 0.124
H 2.665 3.431 1.693 0.04 0.05 0.05 0.589
H 1.376 2.777 0.674 0.00 0.07 -0.09 0.236
H 1.817 -1.215 3.299 -0.16 -0.03 -0.04 0.272
H -0.709 -0.287 4.750 -0.14 0.03 0.03 0.373
H 0.800 0.626 4.810 0.03 0.08 0.11 0.420
H 0.741 -1.032 5.421 0.01 -0.04 0.14 0.410
H -1.018 -2.217 3.485 -0.18 0.07 0.05 0.413
H 0.523 -3.076 3.544 0.06 -0.05 0.02 0.361
H -0.096 -2.490 2.001 -0.03 -0.14 0.12 0.172
I -0.429 2.523 -2.680 0.21 0.18 -0.03 0.064
C 1.601 2.442 -2.086 -0.10 -0.52 0.04 -0.157
C 2.320 3.615 -2.191 0.34 0.42 -0.02 -0.566
C 3.687 3.567 -1.953 -0.21 -0.53 -0.01 -0.352
C 4.265 2.325 -1.706 -0.08 0.64 -0.09 -0.964
C 3.444 1.220 -1.609 0.01 -0.25 -0.12 -0.690
N 2.112 1.277 -1.725 -0.07 0.74 -0.38 0.621
H 1.828 4.538 -2.461 -0.02 -0.01 0.01 0.416
H 4.277 4.469 -1.988 0.11 0.10 -0.04 0.364
H 5.330 2.225 -1.567 0.08 -0.09 0.01 0.443
H 3.856 0.242 -1.407 -0.05 -0.07 0.01 0.633



12
Properties=species:S:1:pos:R:3:forces:R:3:mulliken_charge:R:1 method="wB97M-V/def2-TZVPD" charge=-1 lumo_energy_ha="0.112 / 0.112" gap_ha="0.224 / 0.224"
C 0.187 0.091 -0.136 0.00 1.55 0.08 -0.493
C 0.697 0.915 -1.086 -0.30 2.10 1.45 -0.055
C -0.748 0.656 0.909 -0.94 -1.95 -3.29 -0.507
O -3.003 0.155 -1.406 -0.18 0.71 1.51 -0.575
O -2.701 -1.811 -0.107 0.22 0.53 1.02 -0.604
O -3.666 0.161 1.071 -0.38 0.00 -0.54 -0.593
S 0.302 2.676 -0.822 -0.53 -0.42 0.46 -0.158
S -0.850 2.415 0.953 0.49 -0.17 -0.50 -0.138
S -2.856 -0.349 -0.027 1.82 -0.13 -0.97 1.035
H 0.380 -0.962 -0.143 -0.04 -0.43 0.06 0.304
H 1.462 1.072 -1.862 -0.45 -1.75 0.26 0.314
H -0.953 0.117 1.810 0.28 -0.05 0.46 0.470



Calculated ΔE to the lowest compared entry with this formula, charge and spin (kJ/mol), listed in the same order as above: 150.6; 168.2; 221.1; 171.0; 59.3; 0.0